No. 1
Entry from the Open Molecules 2025 dataset: the molecule C4H6N2 (ωB97M-V with the def2-TZVPD basis set).

Properties
HOMO level: -0.300 Eh
relative energy (zero: lowest compared OMol25 entry of this formula, charge and spin): 3.1843 eV
orbital gap: 0.334 Eh
LUMO energy: 0.94 eV

CARTESIAN COORDINATES (ANGSTROEM)
N  -0.455787  -0.736412  -1.196186
C  -1.210984  0.187967  -0.912435
C  -0.893119  1.054223  0.284258
C  0.202535  0.532118  1.175344
C  0.321827  -1.656943  -1.599544
N  1.227606  1.232722  1.435977
H  -0.597661  2.037680  -0.098301
H  -1.817975  1.205229  0.852848
H  0.055931  -0.490669  1.553195
H  1.127108  -1.405328  -2.281260
H  0.175912  -2.676258  -1.259475
H  1.864603  0.715669  2.045574

Force components x, y, z for each atom (eV/Å):
N -0.13 0.27 0.07
C 0.41 -0.40 -0.05
C 0.02 0.14 0.10
C 0.05 0.11 -0.05
C -0.04 0.04 0.00
N -0.24 -0.33 0.00
H -0.09 -0.10 0.04
H 0.11 -0.03 -0.07
H 0.07 0.16 0.01
H -0.11 -0.05 0.04
H -0.02 0.12 -0.04
H -0.04 0.08 -0.05



No. 2
Entry from the Open Molecules 2025 dataset: a structure of composition C4H6N2 at a distorted geometry (ωB97M-V with the def2-TZVPD basis set).

Properties
HOMO level: -0.298 Eh
relative energy (zero: lowest compared OMol25 entry of this formula, charge and spin): 6.4376 eV
orbital gap: 0.327 Eh
LUMO energy: 0.77 eV

CARTESIAN COORDINATES (ANGSTROEM)
C  0.159471  0.057755  -0.968394
C  -0.161024  -0.797066  0.133204
C  1.136277  0.760984  -0.020390
C  0.810632  -0.221762  1.032780
N  -1.226531  0.346362  -1.118153
N  -1.592691  -0.535273  -0.052819
H  2.107696  0.527120  -0.368390
H  0.753940  1.779572  0.270064
H  0.551239  -0.020655  2.059085
H  1.472700  -0.987670  1.197564
H  -1.735437  0.313849  -1.986992
H  -2.276273  -1.223215  -0.177559

Force components x, y, z for each atom (eV/Å):
C -1.72 -1.94 1.59
C -3.22 0.52 -3.89
C -0.13 1.79 0.29
C -0.18 -0.50 2.81
N -0.50 -0.02 0.24
N 2.41 1.71 0.39
H 1.37 1.40 -0.38
H 1.15 -0.79 -0.70
H -0.65 0.94 0.12
H 2.58 -1.56 0.27
H 0.00 -0.24 -0.31
H -1.10 -1.31 -0.43



No. 3
Entry from the Open Molecules 2025 dataset: the molecule C4H6N2 (ωB97M-V with the def2-TZVPD basis set).

Properties
HOMO level: -0.359 Eh
relative energy (zero: lowest compared OMol25 entry of this formula, charge and spin): 2.6254 eV
orbital gap: 0.396 Eh
LUMO energy: 1.02 eV
structure (SMILES): [H]/N=C/[C@]1(C)C=N1

CARTESIAN COORDINATES (ANGSTROEM)
H  -2.130235  -2.027557  0.951047
N  -1.164498  -1.824358  0.689096
C  -1.043210  -0.602654  0.362365
C  0.277544  -0.005023  -0.006330
C  0.292762  1.487572  -0.245879
C  1.352363  -0.826185  -0.525927
N  1.506895  -0.600365  0.693057
H  -1.886533  0.103403  0.344377
H  1.202651  1.764231  -0.782895
H  -0.575257  1.798064  -0.839702
H  0.290185  2.037117  0.700356
H  1.877333  -1.304243  -1.339565

Force components x, y, z for each atom (eV/Å):
H 0.12 -0.02 -0.11
N -0.06 0.43 -0.06
C 0.13 -0.29 0.09
C -0.22 0.19 -0.04
C 0.05 0.02 0.00
C 0.21 -0.10 0.54
N -0.14 -0.02 -0.50
H 0.11 -0.11 0.04
H -0.14 0.05 0.03
H 0.16 -0.01 0.10
H -0.10 -0.03 -0.06
H -0.11 -0.12 -0.03